A structure of composition ClH10O5 at a distorted geometry, computed with ωB97M-V/def2-TZVPD.

The total energy is -842.330608 Ha. The molecular weight is 125.5 g mol⁻¹. The LUMO energy is 3.83 eV. The value obtained for the energy above the lowest of the compared OMol25 structures with the same formula, charge and spin is 116.8 kcal/mol. The total charge is -1.

Last column: Mulliken charge in e.
Cartesian coordinates (Å):
Cl  0.131  0.239  -0.658  -0.920
O  -1.702  -1.385  -0.309  -0.647
H  -2.262  -1.763  -0.988  0.241
H  -1.209  -0.699  -0.759  0.245
O  2.012  -1.256  -0.787  -0.786
H  1.301  -0.699  -0.467  0.543
H  2.434  -0.736  -1.471  0.246
O  1.400  1.877  1.090  -0.694
H  1.121  1.032  0.738  0.478
H  2.352  1.878  0.986  0.250
O  -2.079  1.291  -0.479  -0.753
H  -1.339  0.705  -0.318  0.500
H  -1.945  1.607  -1.372  0.257
O  0.291  -0.766  1.723  -0.653
H  -0.014  -0.692  0.818  0.386
H  -0.494  -0.632  2.253  0.308